C32H31Cl2F12N5O2S2W as an isolated structure in a non-equilibrium geometry. Source: the Open Molecules 2025 dataset; level of theory: ωB97M-V/def2-TZVPD.

## Properties
highest occupied orbital energy = -0.2638 Ha
orbital gap = 5.87 eV
ΔE to the lowest compared entry with this formula, charge and spin = 3.745 eV

Geometry (Å):
W (0.255, -0.225, -0.057)
C (1.588, 5.408, -1.345)
C (1.786, 4.058, -0.712)
C (2.545, 3.947, 0.478)
C (2.668, 2.753, 1.142)
C (2.148, 1.592, 0.576)
N (1.907, 0.370, 1.118)
C (2.591, -0.270, 2.134)
C (3.723, 0.226, 2.783)
C (4.307, -0.467, 3.825)
C (3.798, -1.682, 4.258)
C (4.431, -2.457, 5.380)
C (2.703, -2.212, 3.579)
C (2.125, -1.551, 2.513)
C (1.002, -2.131, 1.669)
O (1.218, -1.941, 0.297)
C (-0.256, -1.277, 1.825)
F (-1.573, 0.018, 0.012)
F (-0.592, -1.055, 3.100)
F (-1.306, -2.061, 1.350)
C (0.786, -3.640, 1.908)
F (1.937, -4.337, 1.870)
F (0.194, -3.902, 3.087)
F (0.005, -4.183, 0.950)
C (1.482, 1.604, -0.753)
C (1.273, 2.940, -1.291)
C (2.160, 0.581, -1.759)
O (1.384, -0.544, -1.717)
C (2.288, 1.062, -3.240)
F (1.144, 1.588, -3.742)
F (3.236, 1.998, -3.378)
F (2.577, 0.041, -4.052)
C (3.655, 0.204, -1.370)
F (4.354, -0.281, -2.409)
F (3.704, -0.746, -0.441)
F (4.352, 1.263, -0.911)
H (1.344, 6.153, -0.591)
H (0.784, 5.375, -2.078)
H (2.505, 5.720, -1.849)
H (2.979, 4.837, 0.915)
H (3.094, 2.743, 2.132)
H (4.178, 1.143, 2.441)
H (5.180, -0.050, 4.314)
H (5.334, -1.964, 5.738)
H (4.693, -3.459, 5.038)
H (3.740, -2.564, 6.219)
H (2.321, -3.169, 3.906)
H (0.709, 3.058, -2.204)
N (-0.747, -1.976, -1.359)
C (-1.978, -1.719, -2.108)
C (-1.688, -0.592, -3.087)
N (-1.057, 0.517, -2.359)
H (0.022, -2.130, -2.009)
H (-0.834, -2.816, -0.798)
H (-2.755, -1.425, -1.401)
H (-2.317, -2.604, -2.651)
H (-2.614, -0.284, -3.580)
H (-0.996, -0.947, -3.855)
H (-1.794, 1.042, -1.914)
H (-0.625, 1.144, -3.025)
Cl (-2.338, 3.199, -0.274)
C (-1.411, 4.105, 0.848)
C (-1.542, 5.483, 0.810)
C (-0.853, 6.263, 1.720)
C (-0.046, 5.658, 2.665)
C (0.060, 4.278, 2.708)
Cl (1.033, 3.571, 3.941)
C (-0.610, 3.436, 1.795)
S (-0.487, 1.693, 1.996)
H (-2.191, 5.933, 0.071)
H (-0.956, 7.340, 1.699)
H (0.503, 6.251, 3.384)
C (-3.843, -2.843, 3.448)
N (-4.563, -1.678, 3.880)
C (-5.350, -1.678, 5.103)
C (-5.830, -0.225, 5.206)
N (-5.578, 0.270, 3.859)
C (-4.749, -0.555, 3.161)
S (-4.155, -0.217, 1.648)
H (-3.234, -3.228, 4.268)
H (-3.193, -2.563, 2.625)
H (-4.524, -3.632, 3.111)
H (-4.735, -1.981, 5.952)
H (-6.193, -2.373, 5.018)
H (-5.265, 0.341, 5.953)
H (-6.891, -0.152, 5.445)
H (-5.589, 1.248, 3.637)

C32H31Cl2F5IrN5O3S2Se as an isolated structure in a non-equilibrium geometry. Source: the Open Molecules 2025 dataset; level of theory: ωB97M-V/def2-TZVPD.

## Properties
net charge = -1
2S+1 = 2
highest occupied orbital energy (spin up / spin down) = -0.1562 / -0.1562 Ha
orbital gap (spin up / spin down) = 5.45 / 4.53 eV
ΔE to the lowest compared entry with this formula, charge and spin = 17.174 eV

Geometry (Å):
Ir (1.198, -0.043, 1.720)
N (1.124, -0.232, -0.346)
C (1.900, 0.477, -1.390)
C (2.225, 1.937, -1.115)
N (3.473, 2.160, -0.369)
C (3.894, 1.174, 2.227)
C (4.123, -0.186, 1.698)
N (2.962, -1.076, 1.983)
H (1.245, -1.240, -0.506)
H (0.133, -0.016, -0.598)
H (1.261, 0.458, -2.276)
H (2.822, -0.058, -1.618)
H (1.349, 2.475, -0.740)
H (2.472, 2.368, -2.089)
H (4.791, 2.894, 0.995)
H (1.976, 1.251, 1.942)
H (3.931, 1.513, 3.254)
H (5.025, -0.610, 2.151)
H (4.281, -0.137, 0.619)
H (2.975, -1.354, 2.964)
H (2.966, -1.947, 1.426)
C (-5.631, 0.204, -5.872)
C (-4.679, 0.457, -4.733)
C (-3.315, 0.582, -4.944)
C (-2.424, 0.822, -3.899)
C (-0.958, 0.932, -4.206)
C (-2.901, 0.948, -2.586)
Se (-1.739, 1.309, -1.111)
C (-4.286, 0.821, -2.361)
C (-4.858, 0.942, -0.976)
C (-5.141, 0.579, -3.429)
H (-5.091, 0.057, -6.808)
H (-6.318, 1.042, -6.012)
H (-6.239, -0.686, -5.693)
H (-2.924, 0.487, -5.953)
H (-0.778, 0.855, -5.280)
H (-0.404, 0.138, -3.700)
H (-0.553, 1.877, -3.837)
H (-4.419, 0.197, -0.309)
H (-5.943, 0.817, -0.995)
H (-4.614, 1.911, -0.537)
H (-6.206, 0.484, -3.232)
O (-2.473, -0.530, 6.583)
S (-2.146, 0.284, 5.445)
O (-2.782, 1.565, 5.319)
N (-0.518, 0.463, 5.298)
C (-0.087, -0.136, 4.231)
O (1.125, -0.078, 3.800)
C (-1.115, -0.892, 3.443)
C (-0.944, -1.677, 2.314)
C (-2.075, -2.163, 1.672)
C (-3.343, -1.893, 2.180)
C (-3.509, -1.154, 3.347)
C (-2.372, -0.666, 3.957)
H (0.046, -1.990, 1.960)
H (-1.964, -2.754, 0.772)
H (-4.213, -2.269, 1.657)
H (-4.492, -0.956, 3.752)
Cl (-3.115, 3.514, 2.105)
C (-1.397, 3.595, 1.918)
C (-0.748, 4.770, 1.928)
C (0.634, 5.218, 1.854)
C (1.891, 4.716, 1.869)
C (2.534, 3.447, 1.959)
Cl (3.433, 2.594, 1.127)
C (-0.780, 2.336, 1.725)
N (-0.220, 1.349, 1.572)
H (-1.430, 5.606, 2.044)
H (0.654, 6.302, 1.870)
H (2.620, 5.526, 1.950)
F (6.409, -6.046, -2.086)
C (5.327, -5.486, -1.527)
C (5.214, -4.113, -1.433)
F (6.195, -3.329, -1.904)
C (4.092, -3.557, -0.851)
F (4.047, -2.207, -0.786)
C (3.034, -4.306, -0.333)
S (1.626, -3.584, 0.393)
C (3.192, -5.691, -0.450)
F (2.243, -6.513, 0.009)
C (4.304, -6.273, -1.029)
F (4.403, -7.607, -1.113)

C32H31Cl2F6N6O6RuS3 as an isolated structure. Source: the Open Molecules 2025 dataset; level of theory: ωB97M-V/def2-TZVPD.

## Properties
2S+1 = 2
highest occupied orbital energy (spin up / spin down) = -0.3017 / -0.3002 Ha
orbital gap (spin up / spin down) = 7.34 / 6.85 eV
ΔE to the lowest compared entry with this formula, charge and spin = 0.000 eV

Geometry (Å):
Ru (0.443, -0.171, -0.567)
C (-1.652, -1.808, -3.204)
C (-1.892, -0.388, -3.611)
C (-2.214, -0.097, -4.932)
C (-2.458, 1.204, -5.335)
C (-2.402, 2.223, -4.399)
C (-2.108, 1.971, -3.061)
C (-2.165, 3.124, -2.097)
C (-1.825, 0.648, -2.671)
N (-1.442, 0.335, -1.331)
C (-2.347, 0.647, -0.372)
O (-3.520, 0.968, -0.528)
C (-1.756, 0.661, 1.012)
C (-2.448, 0.913, 2.179)
C (-1.729, 0.981, 3.368)
C (-0.351, 0.808, 3.367)
C (0.279, 0.546, 2.164)
N (-0.436, 0.490, 1.046)
C (1.755, 0.283, 2.001)
O (2.494, 0.424, 2.962)
N (2.089, -0.098, 0.739)
C (3.477, -0.456, 0.558)
C (3.933, -1.674, 1.087)
C (3.108, -2.499, 2.029)
C (5.223, -2.103, 0.800)
C (6.083, -1.329, 0.046)
C (5.665, -0.080, -0.370)
C (4.380, 0.384, -0.104)
C (4.079, 1.815, -0.460)
H (-1.439, -2.429, -4.073)
H (-2.538, -2.219, -2.716)
H (-0.832, -1.898, -2.499)
H (-2.278, -0.910, -5.646)
H (-2.705, 1.421, -6.367)
H (-2.620, 3.243, -4.699)
H (-1.989, 4.066, -2.622)
H (-1.439, 3.034, -1.293)
H (-3.153, 3.171, -1.636)
H (-3.518, 1.053, 2.131)
H (-2.247, 1.171, 4.298)
H (0.250, 0.851, 4.264)
H (2.044, -2.326, 1.927)
H (3.367, -2.230, 3.055)
H (3.296, -3.564, 1.889)
H (5.545, -3.065, 1.180)
H (7.081, -1.680, -0.183)
H (6.354, 0.576, -0.892)
H (4.986, 2.408, -0.336)
H (3.311, 2.236, 0.185)
H (3.750, 1.924, -1.494)
F (-1.607, -4.238, -1.535)
C (-1.233, -4.532, -0.298)
F (-0.788, -5.783, -0.265)
F (-2.277, -4.420, 0.515)
S (0.099, -3.400, 0.298)
O (-0.418, -2.063, -0.042)
O (0.199, -3.705, 1.684)
N (1.355, -3.825, -0.518)
S (2.152, -3.042, -1.626)
O (3.549, -3.283, -1.534)
O (1.712, -1.674, -1.840)
C (1.692, -3.961, -3.159)
F (0.378, -3.963, -3.369)
F (2.110, -5.215, -3.061)
F (2.287, -3.387, -4.207)
Cl (-4.375, -2.278, -0.456)
C (-5.293, -1.256, -1.577)
Cl (-5.521, -2.033, -3.155)
H (-4.738, -0.334, -1.709)
H (-6.270, -1.081, -1.146)
C (1.102, 4.536, -5.527)
C (1.152, 3.175, -4.921)
C (1.222, 2.006, -5.614)
C (1.236, 0.796, -4.885)
N (1.178, 0.768, -3.566)
C (1.111, 1.914, -2.893)
S (1.029, 1.974, -1.204)
N (1.114, 3.101, -3.569)
C (1.329, -0.523, -5.570)
H (1.091, 4.469, -6.611)
H (1.969, 5.124, -5.222)
H (0.202, 5.061, -5.200)
H (1.246, 2.008, -6.693)
H (1.026, 3.946, -3.021)
H (1.341, -0.424, -6.653)
H (0.483, -1.141, -5.264)
H (2.232, -1.032, -5.234)

C32H31ClMgN2O10 as an isolated structure in a non-equilibrium geometry. Source: the Open Molecules 2025 dataset; level of theory: ωB97M-V/def2-TZVPD.

## Properties
net charge = -2
highest occupied orbital energy = -0.1095 Ha
orbital gap = 7.49 eV
ΔE to the lowest compared entry with this formula, charge and spin = 0.390 eV

Geometry (Å):
Mg (-1.009, -1.666, 0.282)
C (2.130, -0.057, 3.518)
C (1.755, -0.753, 2.219)
C (1.907, -2.252, 2.322)
O (0.415, -0.403, 1.881)
C (0.537, 0.723, 0.997)
C (1.718, 0.283, 0.126)
O (2.572, -0.232, 1.163)
C (1.457, -0.800, -0.969)
O (0.673, -1.808, -0.500)
C (0.854, -0.132, -2.235)
C (-0.216, -0.757, -2.869)
C (-0.786, -0.214, -4.010)
C (-0.302, 0.977, -4.543)
C (0.764, 1.610, -3.922)
C (1.339, 1.054, -2.784)
C (2.839, -1.371, -1.397)
C (2.937, -2.746, -1.579)
C (4.140, -3.336, -1.949)
C (5.278, -2.558, -2.136)
C (5.191, -1.184, -1.957)
C (3.983, -0.600, -1.595)
C (-0.839, 1.105, 0.423)
O (-1.419, 0.102, -0.292)
C (-1.750, 1.565, 1.613)
C (-1.302, 2.334, 2.684)
C (-2.169, 2.731, 3.694)
C (-3.509, 2.372, 3.648)
C (-3.969, 1.615, 2.577)
C (-3.095, 1.221, 1.573)
C (-0.698, 2.380, -0.452)
C (-1.696, 2.592, -1.401)
C (-1.690, 3.716, -2.209)
C (-0.672, 4.660, -2.095)
C (0.338, 4.452, -1.169)
C (0.324, 3.321, -0.355)
H (1.480, -0.418, 4.317)
H (2.011, 1.024, 3.419)
H (3.174, -0.275, 3.756)
H (1.280, -2.637, 3.127)
H (2.958, -2.474, 2.518)
H (1.604, -2.709, 1.380)
H (0.916, 1.570, 1.574)
H (2.221, 1.151, -0.295)
H (-0.604, -1.672, -2.436)
H (-1.627, -0.714, -4.476)
H (-0.756, 1.410, -5.428)
H (1.146, 2.546, -4.315)
H (2.166, 1.578, -2.320)
H (2.044, -3.335, -1.402)
H (4.192, -4.411, -2.080)
H (6.223, -3.017, -2.409)
H (6.070, -0.560, -2.089)
H (3.951, 0.475, -1.452)
H (-0.261, 2.630, 2.753)
H (-1.791, 3.313, 4.528)
H (-4.182, 2.662, 4.446)
H (-5.008, 1.310, 2.535)
H (-3.429, 0.609, 0.743)
H (-2.455, 1.824, -1.511)
H (-2.476, 3.855, -2.944)
H (-0.665, 5.543, -2.725)
H (1.149, 5.165, -1.080)
H (1.135, 3.184, 0.351)
N (-3.520, -1.947, -0.645)
N (-3.689, -3.331, -0.935)
C (-2.544, -4.137, -0.574)
O (-2.709, -5.355, -0.671)
O (-1.497, -3.510, -0.214)
H (-3.492, -1.802, 0.363)
H (-4.306, -1.423, -0.997)
H (-4.495, -3.745, -0.489)
O (-0.948, -3.002, 3.575)
Cl (-2.042, -2.069, 3.503)
O (-3.252, -2.642, 4.038)
O (-1.712, -0.847, 4.184)
O (-2.289, -1.764, 2.076)

C32H31F6KN10O2S as an isolated structure in a non-equilibrium geometry. Source: the Open Molecules 2025 dataset; level of theory: ωB97M-V/def2-TZVPD.

## Properties
net charge = -2
highest occupied orbital energy = -0.0393 Ha
orbital gap = 4.83 eV
ΔE to the lowest compared entry with this formula, charge and spin = 3.238 eV

Geometry (Å):
K (1.500, 1.557, 1.090)
C (0.018, -3.181, -2.659)
N (1.030, -2.503, -1.873)
C (1.493, -1.245, -2.471)
C (2.704, -0.719, -1.777)
N (3.169, -1.085, -0.620)
C (4.370, -0.400, -0.461)
C (5.295, -0.428, 0.576)
C (6.437, 0.349, 0.451)
C (6.662, 1.145, -0.680)
C (5.740, 1.199, -1.714)
C (4.592, 0.430, -1.577)
N (3.512, 0.196, -2.408)
C (-1.423, -2.900, -2.367)
N (-1.913, -1.962, -1.635)
C (-3.294, -2.141, -1.671)
C (-4.316, -1.411, -1.073)
C (-5.619, -1.844, -1.257)
C (-5.921, -2.973, -2.030)
C (-4.919, -3.701, -2.655)
C (-3.615, -3.260, -2.458)
N (-2.394, -3.737, -2.893)
H (0.153, -4.263, -2.548)
H (0.195, -2.952, -3.714)
H (0.704, -2.321, -0.929)
H (0.737, -0.453, -2.564)
H (1.806, -1.485, -3.491)
H (5.109, -1.028, 1.459)
H (7.169, 0.349, 1.249)
H (7.569, 1.734, -0.748)
H (5.907, 1.817, -2.589)
H (3.224, 0.738, -3.206)
H (-4.082, -0.523, -0.502)
H (-6.431, -1.288, -0.801)
H (-6.957, -3.274, -2.154)
H (-5.143, -4.577, -3.255)
H (-2.244, -4.503, -3.518)
N (2.773, 5.254, 1.391)
C (1.616, 4.590, 0.921)
S (0.221, 4.721, 1.934)
N (1.829, 3.900, -0.155)
N (0.862, 3.159, -0.813)
C (-0.183, 3.784, -1.208)
C (-1.250, 3.347, -2.124)
C (-2.462, 4.035, -1.996)
C (-3.569, 3.789, -2.796)
C (-3.452, 2.815, -3.794)
C (-2.263, 2.148, -3.989)
C (-1.081, 2.389, -3.202)
O (0.022, 1.845, -3.512)
H (2.534, 6.075, 1.918)
H (3.437, 5.426, 0.648)
H (-0.282, 4.821, -0.889)
H (-2.529, 4.792, -1.217)
H (-4.501, 4.320, -2.639)
H (-4.307, 2.589, -4.426)
H (-2.179, 1.397, -4.772)
C (1.365, -1.809, 2.372)
C (2.132, -0.798, 3.263)
O (2.588, 0.280, 2.641)
C (1.164, -0.394, 4.440)
F (0.301, 0.540, 4.006)
F (1.813, 0.130, 5.511)
F (0.396, -1.426, 4.927)
C (3.290, -1.618, 3.954)
F (4.190, -0.835, 4.577)
F (3.984, -2.340, 3.026)
F (2.860, -2.533, 4.883)
H (0.403, -1.366, 2.112)
H (1.202, -2.770, 2.869)
H (1.956, -1.949, 1.466)
C (-3.487, -1.932, 4.174)
N (-2.922, -0.864, 3.379)
C (-2.971, 0.485, 3.659)
C (-2.194, 1.089, 2.713)
N (-1.669, 0.144, 1.863)
C (-2.120, -1.006, 2.290)
H (-4.294, -1.536, 4.785)
H (-2.733, -2.372, 4.828)
H (-3.886, -2.710, 3.526)
H (-3.534, 0.869, 4.495)
H (-1.966, 2.141, 2.592)
H (-1.922, -1.972, 1.840)

C32H31F6KN10O2S as an isolated structure. Source: the Open Molecules 2025 dataset; level of theory: ωB97M-V/def2-TZVPD.

## Properties
net charge = -2
highest occupied orbital energy = -0.0733 Ha
orbital gap = 6.12 eV
ΔE to the lowest compared entry with this formula, charge and spin = 0.751 eV

Geometry (Å):
K (-1.345, -0.457, -0.549)
C (2.829, -0.534, -1.398)
N (1.791, 0.481, -1.238)
C (1.718, 1.171, 0.044)
C (1.252, 2.575, -0.181)
N (0.406, 3.246, 0.555)
C (0.300, 4.483, -0.062)
C (-0.481, 5.587, 0.271)
C (-0.428, 6.696, -0.556)
C (0.383, 6.716, -1.699)
C (1.168, 5.630, -2.045)
C (1.118, 4.524, -1.208)
N (1.733, 3.296, -1.238)
C (3.110, -1.425, -0.225)
N (3.960, -1.129, 0.733)
C (3.961, -2.238, 1.554)
C (4.683, -2.503, 2.717)
C (4.511, -3.732, 3.325)
C (3.634, -4.692, 2.796)
C (2.906, -4.449, 1.648)
C (3.082, -3.211, 1.036)
N (2.560, -2.661, -0.103)
H (3.775, -0.045, -1.643)
H (2.536, -1.159, -2.243)
H (0.890, 0.145, -1.562)
H (2.724, 1.170, 0.471)
H (1.050, 0.733, 0.794)
H (-1.117, 5.555, 1.147)
H (-1.035, 7.563, -0.326)
H (0.384, 7.596, -2.330)
H (1.782, 5.642, -2.937)
H (2.191, 2.840, -2.011)
H (5.354, -1.755, 3.123)
H (5.053, -3.959, 4.236)
H (3.509, -5.637, 3.312)
H (2.210, -5.173, 1.244)
H (1.829, -3.035, -0.733)
N (-1.626, -3.443, -3.576)
C (-0.823, -3.406, -2.432)
S (0.867, -3.660, -2.631)
N (-1.453, -3.210, -1.313)
N (-0.629, -2.938, -0.219)
C (-0.929, -3.522, 0.872)
C (-0.406, -3.110, 2.177)
C (-0.277, -4.090, 3.160)
C (0.171, -3.817, 4.441)
C (0.484, -2.494, 4.752)
C (0.323, -1.488, 3.824)
C (-0.146, -1.726, 2.497)
O (-0.396, -0.754, 1.700)
H (-1.066, -3.298, -4.403)
H (-2.381, -2.771, -3.515)
H (-1.649, -4.349, 0.841)
H (-0.525, -5.114, 2.890)
H (0.290, -4.609, 5.170)
H (0.853, -2.244, 5.743)
H (0.547, -0.457, 4.077)
C (-0.602, 2.550, -3.494)
C (-1.566, 1.359, -3.659)
O (-1.412, 0.429, -2.717)
C (-3.013, 1.920, -3.605)
F (-3.315, 2.785, -4.615)
F (-3.952, 0.962, -3.646)
F (-3.204, 2.603, -2.464)
C (-1.313, 0.745, -5.063)
F (-0.110, 0.153, -5.103)
F (-1.310, 1.657, -6.079)
F (-2.218, -0.187, -5.411)
H (-0.724, 2.916, -2.476)
H (-0.764, 3.372, -4.195)
H (0.410, 2.161, -3.605)
C (-3.325, -0.603, 3.228)
N (-3.563, 0.573, 2.414)
C (-2.602, 1.415, 1.907)
C (-3.298, 2.371, 1.213)
N (-4.649, 2.144, 1.291)
C (-4.765, 1.064, 2.023)
H (-3.021, -0.323, 4.237)
H (-2.537, -1.206, 2.783)
H (-4.244, -1.187, 3.280)
H (-1.550, 1.209, 2.033)
H (-2.884, 3.193, 0.650)
H (-5.686, 0.572, 2.299)